(1)
# C14H30BeN2P2Se

C14H30BeN2P2Se as an isolated structure (wB97M-V/def2-TZVPD, OMol25).

```
50
Properties=species:S:1:pos:R:3:forces:R:3:mulliken_charge:R:1
Se 0.59959 -1.65064 0.22870 -1.34 -0.24 -0.65 -0.10
P 2.74179 0.44617 1.60036 -2.20 -2.15 1.50 0.94
P 1.29924 0.72162 -2.75367 -0.70 -0.11 1.23 0.82
N -2.18845 -2.11592 -0.44978 -0.96 -0.61 -0.91 0.05
N -1.99280 -0.54638 1.04957 -1.42 1.44 0.70 0.49
C -3.36073 -0.76491 0.83655 0.31 0.26 1.29 0.65
C 2.60239 -1.04719 2.65497 0.74 -0.22 1.49 -1.57
C -1.50991 0.40732 2.04199 -0.47 -0.64 -0.50 -0.75
C -4.71042 -2.41916 -0.34584 0.21 0.15 -0.32 -0.88
C 4.53849 0.51346 1.38562 -0.06 0.22 -0.34 -1.14
C 2.79280 0.78870 -3.78239 0.46 0.10 -0.01 -1.18
C 2.34729 1.73045 2.81533 0.28 0.39 0.04 -1.32
C -5.70326 -0.91333 1.29239 -0.42 -0.42 -0.42 -0.66
C 0.21665 -0.57074 -3.36424 -0.34 -0.12 -0.51 -1.27
C -4.45732 -0.31498 1.56004 0.03 0.17 -0.11 -0.72
C -3.49690 -1.78731 -0.08218 0.84 -1.12 -0.61 0.41
C 0.46587 2.28099 -2.95802 -0.41 0.94 -1.74 -1.29
C -5.83786 -1.95267 0.34858 0.20 0.75 0.60 -0.43
C -1.26241 -1.38239 0.26276 1.75 -0.87 -0.60 -0.61
Be 1.32477 0.47538 -0.24475 3.04 -1.03 1.24 0.73
H -4.31826 0.45178 2.31650 -0.25 -0.10 -0.06 0.36
H -4.74659 -3.23958 -1.06789 -0.13 0.26 0.32 0.35
H 1.08095 3.09418 -2.54455 -0.22 -0.32 -0.08 0.34
H -1.83017 1.42042 1.75867 0.17 -0.15 0.21 0.38
H 3.18578 -0.90101 3.56941 0.12 -0.22 0.27 0.45
H 2.53543 2.71019 2.36437 -0.07 -0.03 0.21 0.34
H 4.84789 -0.34419 0.77549 0.04 0.21 0.12 0.36
H 3.00070 -1.93850 2.16421 -0.14 0.11 -0.14 0.37
H -1.94285 0.14107 3.01374 0.13 0.16 0.01 0.48
H 5.02427 0.47294 2.36762 -0.09 -0.01 -0.23 0.39
H 1.82218 -0.04728 -1.48137 1.75 -1.63 -0.49 -0.25
H 0.30724 2.44692 -4.04451 -0.23 0.53 0.30 0.45
H 0.15146 1.25448 -0.52987 -0.05 0.57 1.35 0.71
H -0.74859 -0.48813 -2.85429 0.10 0.02 -0.11 0.25
H 2.50393 1.26213 0.16738 0.12 2.35 -3.01 -0.44
H 0.06579 -0.47677 -4.44678 -0.02 -0.14 0.11 0.44
H -6.59101 -0.57359 1.83722 0.39 -0.14 -0.22 0.34
H 4.78974 1.44789 0.87364 0.13 -0.22 0.06 0.37
H -0.42324 0.32840 2.07847 -0.06 0.05 0.10 -0.31
H -0.50146 2.23710 -2.44190 0.26 0.05 -0.20 0.40
H 2.54209 0.97376 -4.83877 -0.09 -0.05 0.36 0.39
H 0.26911 1.22196 0.31160 -1.34 0.72 -0.37 -0.97
H 3.37299 -0.14549 -3.72722 -0.36 0.25 0.12 0.35
H 1.29473 1.66410 3.12006 0.31 -0.04 -0.06 0.26
H 1.56978 -1.25221 2.95726 0.18 0.15 -0.28 0.33
H 2.99362 1.58812 3.69201 -0.17 0.25 -0.12 0.41
H -1.92486 -2.85477 -1.09342 -0.10 0.36 0.44 0.22
H 0.62589 -1.55732 -3.12397 0.06 0.23 -0.01 0.35
H -6.81624 -2.39970 0.17518 0.27 0.11 0.05 0.37
H 3.45091 1.60465 -3.44430 -0.26 -0.22 -0.01 0.34
```
Forces are in eV/Å.

The calculation puts the LUMO energy (spin up / spin down) at 0.4 / 0.4 eV. Its net charge is 0.

(2)
# C25H45Cl2DyP

C25H45Cl2DyP as an isolated structure (wB97M-V/def2-TZVPD, OMol25).

```
74
Properties=species:S:1:pos:R:3:forces:R:3:mulliken_spin:R:1
Dy -2.05977 -2.73273 -0.09830 -0.54 -0.07 1.62 5.96
Cl -0.58094 -4.54068 0.69366 1.15 -1.45 0.50 -0.02
Cl -4.21572 -1.77762 -0.74203 -2.04 0.76 -0.95 -0.03
P 0.17604 0.14191 -0.57526 1.98 -0.07 3.37 0.05
C -1.23366 0.06295 0.56889 -0.76 -0.37 -0.44 0.12
C -0.89803 -3.23130 -2.71693 0.27 -0.29 -0.57 -0.09
C 0.56864 2.76914 -1.19972 -0.02 0.31 -0.05 0.00
C 2.54085 -0.99640 3.69615 -0.27 0.16 0.02 -0.05
C 0.50256 3.84202 -2.28099 0.18 0.03 -0.12 0.00
C -3.02352 1.10557 1.96018 0.56 0.42 0.07 0.00
C 2.16994 1.30087 1.21699 -3.09 7.53 7.16 -0.13
C 1.29164 -0.27790 4.37662 0.33 0.16 0.01 -0.03
C -0.89488 -1.74394 -2.32953 -0.42 -0.23 -0.45 0.09
C -1.36035 2.57978 -3.47617 -0.10 0.28 0.25 0.00
C -2.87949 0.03735 3.04719 -0.20 -0.20 -0.37 -0.01
C -2.34899 -1.27071 2.40048 0.76 0.15 0.47 -0.02
C 3.62336 -0.14678 2.96840 -1.34 0.84 0.19 -0.01
C 0.38245 -3.58147 -3.49110 -0.07 0.51 -0.29 0.02
C 1.87255 0.32542 0.38717 -0.78 -4.35 -4.63 0.07
C -1.37231 1.53747 -2.34344 0.13 0.18 -0.61 0.00
C -1.12503 -1.01654 1.58487 0.86 -2.02 -1.75 -0.06
C 1.61943 -3.13439 -2.71044 0.25 -0.64 0.63 0.00
C -1.64516 1.36380 1.27615 -1.21 0.71 -1.53 -0.03
C 1.61293 -1.71155 -2.09335 -0.03 -0.41 -0.20 0.00
C 0.05325 1.44267 -1.78076 -0.01 0.11 -0.10 -0.01
C -0.84642 3.94467 -2.99958 0.16 0.01 0.22 0.00
C 3.18073 1.21050 2.33637 1.51 0.43 -0.78 0.03
C 0.06847 0.27324 3.71379 0.90 2.38 -1.91 -0.89
C 0.27836 -1.47880 -1.35039 -0.19 -0.28 0.27 0.00
H 0.69927 -1.05484 4.94128 1.53 0.37 0.59 -0.06
H -0.29297 -0.35931 2.75532 0.22 1.29 1.91 0.04
H 1.84102 0.51276 4.92256 -0.76 -0.47 0.81 -0.02
H -2.38579 2.70405 -3.81868 -0.05 -0.05 -0.35 0.00
H -2.09248 -2.02815 3.15012 -0.10 0.19 0.20 -0.05
H 1.29701 3.61967 -3.00488 -0.11 0.02 -0.11 0.00
H -0.73443 2.22397 -4.32210 -0.33 0.06 0.42 0.00
H 3.05484 -1.48079 4.56968 -0.53 -0.01 -0.89 0.01
H 1.60640 2.67712 -0.84930 -0.27 -0.15 0.05 0.00
H 0.42561 -4.65172 -3.74593 0.06 0.22 0.40 0.00
H -1.63412 0.57168 -2.79829 -0.24 0.42 0.36 0.00
H 0.74011 1.13906 -2.60132 -0.30 0.17 0.28 0.00
H -2.10485 -0.12911 -0.16886 0.45 0.42 0.42 0.10
H -0.10672 1.47591 3.64438 0.66 -2.81 0.49 0.03
H -1.57707 4.39088 -2.30698 0.06 -0.13 -0.15 0.00
H -1.85677 2.03870 0.43597 -0.01 0.50 0.34 0.00
H -3.79721 0.87879 1.21014 0.40 -0.46 -0.07 0.00
H 2.49389 0.66676 -0.50725 -0.10 -2.28 -1.11 0.00
H -0.36304 -1.82819 1.47539 -0.45 0.84 0.37 0.03
H 2.25376 -1.73302 2.95062 -0.47 -0.51 0.30 0.00
H 4.02385 1.56904 1.69451 0.87 -0.28 1.35 0.00
H -0.87596 1.84429 1.89681 -0.35 -0.61 -0.11 -0.01
H 0.76684 4.80041 -1.83509 -0.01 0.14 -0.02 0.00
H -0.74076 4.63446 -3.84780 -0.15 -0.11 0.12 0.00
H -0.79334 -1.10617 -3.23312 0.27 -0.53 0.32 -0.05
H 1.32735 2.05435 1.52351 1.39 -1.36 -0.59 -0.01
H 0.34397 -3.08786 -4.46703 -0.07 0.23 -0.02 0.00
H 2.10086 -0.69463 0.88924 -0.08 0.47 -1.61 -0.02
H -1.74962 -3.42817 -3.37309 -0.14 -0.10 0.23 -0.07
H 2.47698 -1.62042 -1.40428 -0.59 -0.01 -0.34 0.00
H 3.06287 1.99310 3.11547 -0.34 -0.43 -0.47 0.01
H -0.96708 -3.89668 -1.81570 0.21 0.29 -0.87 0.02
H -3.86528 -0.15796 3.52220 0.65 0.21 0.04 0.00
H 4.45283 -0.03608 3.65382 0.34 0.57 0.14 0.00
H -2.12590 1.77842 -1.55553 0.60 -0.11 -0.63 0.00
H 4.02251 -0.69518 2.13938 0.22 -0.81 -0.46 0.00
H -3.13024 -1.73877 1.79156 -1.01 -0.01 0.11 0.04
H -3.38995 2.04530 2.36998 0.15 0.19 0.38 0.00
H 2.53381 -3.24252 -3.31957 -0.32 -0.16 0.30 0.00
H 0.24371 -2.15974 -0.41996 0.32 0.60 -1.41 0.03
H -1.93272 -1.48203 -1.98481 0.98 0.29 -0.25 0.01
H -2.09765 0.42116 3.74682 -0.95 -0.56 -0.16 0.00
H 1.75595 -0.94135 -2.88270 -0.18 -0.37 0.36 0.00
H 1.63682 -3.86337 -1.86864 0.52 0.49 -0.28 0.00
H -0.00328 3.07962 -0.30673 0.05 -0.25 -0.38 0.00
```
Forces are in eV/Å.

The relative energy (zero: lowest compared OMol25 entry of this formula, charge and spin) is 847.87 kJ/mol. The calculation puts the LUMO energy (spin up / spin down) at 2.4 / 2.3 eV. Its multiplicity is 6. The expectation value of S² is 9.787. Its net charge is -1.

(3)
# C50H39Cl2O9P3S2W

C50H39Cl2O9P3S2W as an isolated structure (wB97M-V/def2-TZVPD, OMol25).

```
106
Properties=species:S:1:pos:R:3:forces:R:3:mulliken_spin:R:1
W -0.44641 -0.74336 0.45908 -1.02 0.82 1.60 0.74
Cl 0.21229 3.43422 2.76218 0.03 -0.01 0.04 0.00
Cl -4.59275 5.39677 1.41453 0.02 -0.02 -0.02 0.00
S 1.60100 -1.85917 1.98994 0.30 0.87 -0.68 0.03
S -0.90608 -2.20781 -1.69759 0.23 -0.89 -1.68 0.03
P 1.67902 0.34409 -0.64379 0.66 0.91 -1.13 0.08
P -1.55134 -1.90363 2.47071 -1.18 -0.25 0.14 0.12
P 2.22647 -1.01945 -3.82079 -0.08 0.42 -0.03 0.00
O 3.01567 -1.85060 2.04911 0.27 -0.28 0.35 -0.01
O 0.34532 -2.80469 -2.08578 -0.35 0.03 -0.03 0.00
O 0.90071 -0.53699 2.17464 0.31 -0.25 0.47 -0.01
O -1.20581 -2.50467 -0.22492 0.05 -0.07 -0.13 -0.02
O -2.04548 -2.45506 -2.51265 -0.03 0.20 0.01 0.00
O 1.03958 -2.20972 0.64341 1.06 -1.18 0.49 0.00
O -2.42106 -0.42304 0.18531 -0.03 -0.53 0.23 0.11
O -0.64485 -0.66991 -1.50276 0.03 -0.19 -1.22 0.07
O -0.60696 1.09954 1.07185 0.15 0.90 0.34 0.05
C -4.84688 -3.68422 0.86219 -0.04 -0.05 0.00 0.00
C -2.81249 1.88664 0.61781 0.00 0.06 0.02 -0.03
C 0.96519 -2.87430 3.25672 0.13 -0.15 0.04 0.00
C -4.31300 -0.36345 5.09460 -0.02 -0.03 -0.03 0.00
C 0.62901 4.66851 -1.94496 -0.02 -0.01 0.02 0.00
C 4.39616 0.20740 0.28207 -0.03 -0.02 -0.05 0.00
C 4.80075 2.02579 -6.21451 -0.03 -0.01 0.03 0.00
C -3.41714 -5.45565 1.62544 0.06 -0.01 0.01 0.00
C -0.39314 -2.83768 3.52393 -0.14 0.33 0.34 0.00
C 3.64063 -0.06826 -5.98410 -0.01 -0.02 0.04 0.00
C 3.79610 1.41345 -4.11302 0.06 0.01 -0.05 0.00
C 1.92984 4.33626 -1.59470 0.06 0.08 -0.03 0.00
C 4.36709 0.82312 -6.76003 -0.04 -0.01 0.03 0.00
C -2.51495 -4.51479 2.10549 0.00 0.09 -0.03 0.00
C -1.67105 0.56372 -5.75644 0.00 0.07 0.02 0.00
C -0.17201 -1.21913 -5.16601 -0.05 -0.05 0.08 0.00
C -1.32598 -0.77623 -5.80577 0.00 -0.06 0.06 0.00
C -2.60481 1.29369 4.74046 0.06 0.07 -0.02 0.01
C -3.73681 2.95161 0.65490 -0.19 -0.02 -0.11 0.14
C -0.34551 3.68137 -1.96959 -0.02 0.02 -0.01 0.01
C 1.27498 2.03246 -1.25436 -0.22 0.02 0.29 -0.01
C 1.39364 -4.19226 5.20467 0.22 -0.08 0.04 0.00
C -0.02632 2.37637 -1.62614 0.21 0.08 -0.04 0.00
C -2.48430 -0.83266 3.60442 0.44 0.23 0.18 0.00
C 5.14106 1.44310 2.21185 -0.04 -0.03 -0.02 0.00
C -4.58000 -5.04178 0.99863 -0.02 0.06 0.00 0.00
C 3.32601 0.22177 -4.65260 -0.02 -0.15 -0.03 0.00
C 0.65478 -0.32376 -4.49279 0.03 -0.07 0.18 0.00
C -1.53608 2.05053 1.21594 -0.03 0.07 -0.18 0.11
C -1.28428 3.22460 1.91023 -0.02 -0.04 0.02 -0.06
C -3.96097 -2.74390 1.35609 -0.02 -0.02 0.08 -0.03
C 5.40269 0.56940 1.16751 0.07 0.01 0.01 0.00
C -3.14952 0.65325 0.05660 -0.15 0.31 0.01 0.54
C -3.66385 -1.23213 4.22819 -0.06 0.03 -0.07 -0.01
C 2.24719 3.03237 -1.24661 0.12 -0.05 -0.04 0.00
C 3.11226 0.72324 0.43157 -0.11 -0.12 0.27 0.01
C 3.85404 1.93804 2.38736 0.01 0.05 0.02 0.00
C 0.05425 -4.11983 5.52260 -0.32 -0.02 0.15 0.00
C -2.21616 4.25335 1.98941 -0.01 0.10 0.03 0.21
C 4.52336 2.31196 -4.88594 0.01 0.00 -0.01 0.00
C -0.84698 1.46822 -5.09108 0.01 -0.02 -0.04 0.00
C 1.85780 -3.54730 4.07462 0.40 0.03 -0.33 0.00
C 0.31827 1.03045 -4.48428 0.00 -0.03 -0.02 0.00
C -0.82657 -3.44197 4.69365 -0.41 -0.13 0.04 0.00
C -3.42944 4.10277 1.33100 -0.02 0.03 0.04 -0.06
C -2.78418 -3.15360 1.98102 0.31 -0.19 -0.04 0.01
C 2.85106 1.57210 1.50704 0.08 -0.10 -0.04 0.00
C 2.52139 -0.58470 -2.00189 -0.50 -0.34 0.04 -0.01
C -3.79278 0.90146 5.33889 -0.04 -0.03 0.04 0.00
C -1.94407 0.42525 3.88557 -0.08 -0.17 -0.01 -0.01
H 0.37349 5.69349 -2.18621 0.02 -0.04 -0.03 0.00
H -0.79199 1.62712 -1.68511 -0.23 -0.25 0.07 -0.01
H 5.93345 1.73032 2.89217 -0.02 -0.02 -0.01 0.00
H 3.30016 -1.00696 -6.41245 0.02 0.07 -0.01 0.00
H 3.59160 1.66039 -3.08215 -0.07 0.08 0.08 0.00
H -1.00404 0.70544 3.43188 0.05 0.13 -0.01 -0.02
H 4.63090 -0.49981 -0.50096 0.00 0.02 0.02 0.00
H -5.74488 -3.35650 0.35425 0.00 0.00 0.04 0.00
H -3.19873 -6.51189 1.72693 0.00 0.05 0.01 0.00
H -2.19656 2.28098 4.92870 0.00 -0.09 -0.01 0.00
H 5.34954 2.73506 -6.82237 0.01 -0.04 0.03 0.00
H 3.26498 2.79827 -0.95530 -0.06 0.05 0.01 0.00
H -4.18033 -1.69281 1.25666 0.00 0.08 -0.07 0.01
H -4.08553 -2.20702 4.01668 -0.02 0.03 0.04 0.00
H 4.86372 3.24389 -4.44794 -0.01 -0.05 -0.01 0.00
H 4.59530 0.58154 -7.79181 -0.02 0.00 0.05 0.00
H 6.39635 0.15440 1.04057 -0.06 0.04 0.00 0.00
H -1.96128 -1.48432 -6.32601 0.05 0.04 0.05 0.00
H 0.97581 1.75167 -4.01563 0.00 -0.02 0.00 0.00
H -5.27905 -5.77346 0.61362 0.02 0.02 -0.01 0.00
H 2.90778 -3.53402 3.80643 -0.06 -0.02 0.11 0.00
H 3.52700 -0.17850 -2.05941 0.09 0.05 0.14 0.00
H -5.23553 -0.67425 5.56957 0.03 0.02 -0.01 0.00
H -2.57896 0.91125 -6.23792 0.07 -0.03 0.02 0.00
H -1.99920 5.15017 2.55133 0.04 -0.03 -0.03 0.01
H -4.09837 0.51940 -0.45353 -0.04 -0.03 -0.02 -0.03
H -1.59431 -4.84553 2.56766 -0.03 -0.06 -0.05 0.00
H -4.70257 2.83432 0.17508 0.08 0.02 0.05 0.00
H 2.70111 5.09897 -1.57449 -0.05 -0.07 -0.01 0.00
H -4.31198 1.58198 6.00409 0.01 -0.05 -0.05 0.00
H -0.30507 -4.58577 6.43223 -0.06 0.03 -0.06 0.00
H 2.58841 -1.57283 -1.53880 0.14 -0.13 -0.07 0.00
H 0.08757 -2.27276 -5.17641 -0.04 0.06 0.01 0.00
H -1.10445 2.52136 -5.05867 0.00 -0.04 -0.01 0.00
H 3.63220 2.60967 3.21117 0.01 -0.07 -0.08 0.00
H 1.84572 1.93101 1.64798 -0.06 0.11 0.04 0.00
H -1.87847 -3.38014 4.95005 0.05 -0.05 0.05 0.00
H 2.07287 -4.72886 5.85330 0.06 0.04 -0.05 0.00
H -1.36429 3.92351 -2.25329 0.06 -0.02 0.05 0.00
```
Forces are in eV/Å.

The relative energy (zero: lowest compared OMol25 entry of this formula, charge and spin) is 87.91 kJ/mol. The calculation puts the LUMO energy (spin up / spin down) at -0.6 / -0.6 eV. Its multiplicity is 3. The expectation value of S² is 2.030. Its net charge is 0.

no.,E_tot (eV)
1,-102302.0060
2,-85066.5541
3,-147319.8595